This record from the Open Molecules 2025 dataset describes C53H54BrCsNOP2S4 as an isolated structure at a distorted geometry. The level of theory is ωB97M-V with the def2-TZVPD basis set.

Its HOMO energy is -9.85 eV. The value obtained for the largest force on an atom is 2.14 eV/A. As for the HOMO-LUMO gap: 8.1 eV. As for the charge: +1. The relative energy (zero: lowest compared OMol25 entry of this formula, charge and spin) is 100.9 kJ/mol.

CARTESIAN COORDINATES (ANGSTROEM)
Cs  1.16  -1.57  0.41
C  1.63  -4.72  -3.28
C  3.02  -4.18  -3.55
S  3.07  -2.40  -3.05
C  4.89  -2.06  -2.89
C  5.56  -2.75  -1.78
S  4.97  -2.02  -0.24
C  5.49  -3.32  0.89
C  4.54  -3.83  1.98
S  2.88  -4.36  1.35
C  3.31  -5.35  -0.18
C  2.02  -5.89  -0.72
S  0.95  -4.71  -1.57
H  1.61  -5.77  -3.56
H  0.92  -4.15  -3.85
H  3.19  -4.23  -4.64
H  3.90  -4.71  -3.15
H  4.86  -0.99  -2.67
H  5.34  -2.30  -3.84
H  6.65  -2.64  -1.87
H  5.35  -3.81  -1.80
H  6.46  -3.12  1.34
H  5.78  -4.17  0.22
H  4.35  -2.95  2.65
H  5.03  -4.64  2.54
H  3.95  -6.17  0.12
H  3.77  -4.69  -0.93
H  1.43  -6.35  0.05
H  2.23  -6.66  -1.48
C  0.81  -2.86  6.39
C  1.40  -1.91  5.39
C  1.62  -0.59  5.73
C  2.20  0.28  4.82
C  2.63  -0.27  3.60
Br  3.50  0.84  2.32
N  2.39  -1.51  3.23
C  1.78  -2.30  4.13
H  0.11  -2.33  6.97
H  1.50  -3.24  7.13
H  0.31  -3.70  5.89
H  1.35  -0.24  6.73
H  2.40  1.33  5.01
H  1.56  -3.32  3.81
C  -5.94  3.74  -2.20
C  -4.71  3.66  -1.30
C  -4.57  4.95  -0.46
C  -4.76  2.50  -0.29
C  -5.98  2.11  0.31
C  -6.00  1.25  1.39
C  -4.77  0.80  1.92
C  -3.54  1.06  1.28
P  -1.84  0.63  1.96
C  -2.15  0.11  3.67
C  -2.44  -1.23  3.90
C  -2.53  -1.78  5.17
C  -2.35  -0.94  6.30
C  -2.10  0.40  6.08
C  -2.02  0.92  4.78
C  -1.19  2.35  2.15
C  0.19  2.43  2.09
C  0.89  3.63  2.11
C  0.19  4.82  2.19
C  -1.17  4.76  2.29
C  -1.90  3.55  2.23
C  -3.60  1.89  0.13
O  -2.43  2.03  -0.60
C  -2.43  2.73  -1.79
C  -1.25  2.60  -2.59
C  -1.18  3.29  -3.78
C  -2.22  4.10  -4.23
C  -3.35  4.19  -3.45
C  -3.49  3.48  -2.22
P  0.05  1.32  -2.18
C  -0.64  -0.11  -3.09
C  -0.66  -0.37  -4.47
C  -1.19  -1.52  -4.99
C  -1.91  -2.37  -4.18
C  -1.92  -2.14  -2.81
C  -1.29  -1.05  -2.27
C  1.47  1.84  -3.19
C  2.16  0.87  -3.89
C  3.39  1.14  -4.50
C  3.93  2.41  -4.41
C  3.19  3.42  -3.76
C  2.01  3.15  -3.09
H  -6.83  3.99  -1.66
H  -6.06  2.81  -2.72
H  -5.80  4.52  -2.95
H  -5.46  5.09  0.16
H  -4.45  5.81  -1.13
H  -3.67  4.80  0.13
H  -6.92  2.52  -0.07
H  -6.89  1.01  1.99
H  -4.70  0.22  2.84
H  -2.51  -1.89  3.03
H  -2.66  -2.80  5.36
H  -2.50  -1.37  7.27
H  -2.06  1.09  6.89
H  -1.88  2.00  4.61
H  0.81  1.52  2.02
H  1.96  3.55  2.05
H  0.72  5.76  2.18
H  -1.65  5.72  2.45
H  -2.97  3.60  2.12
H  -0.30  3.23  -4.42
H  -2.12  4.66  -5.14
H  -4.07  4.88  -3.75
H  -0.16  0.29  -5.11
H  -1.15  -1.66  -6.05
H  -2.37  -3.26  -4.56
H  -2.46  -2.82  -2.13
H  -1.36  -0.84  -1.18
H  1.87  -0.14  -3.83
H  3.82  0.30  -4.99
H  4.84  2.76  -4.88
H  3.65  4.41  -3.79
H  1.51  3.94  -2.52

This record from the Open Molecules 2025 dataset describes a 2-piece molecular cluster, C21H40BCl2N3O4P overall at a distorted geometry. The level of theory is ωB97M-V with the def2-TZVPD basis set.

Its HOMO energy is -11.00 eV. The value obtained for the largest force on an atom is 1.51 eV/A. As for the HOMO-LUMO gap: 7.4 eV. As for the charge: +1.

CARTESIAN COORDINATES (ANGSTROEM)
C  6.80  0.57  0.67
C  5.40  0.25  0.11
P  4.68  -1.04  1.16
C  4.05  -0.09  2.59
N  3.16  -1.51  0.27
C  2.16  -0.73  -0.12
N  2.27  0.60  -0.24
N  0.92  -1.30  -0.53
C  0.34  -2.28  0.38
C  -1.02  -2.76  -0.11
C  -1.64  -3.75  0.88
C  -2.48  -3.04  1.96
C  -3.93  -2.80  1.53
C  -4.44  -1.37  1.80
C  -5.94  -1.30  2.12
C  -6.66  -0.11  1.46
C  -7.33  -0.50  0.14
C  -7.97  0.66  -0.59
O  -8.98  1.26  0.21
C  -8.67  2.54  0.71
O  1.27  -1.95  -1.75
B  0.59  -1.41  -2.86
O  0.15  -2.29  -3.81
O  0.57  -0.06  -2.99
H  7.24  -0.27  1.20
H  6.73  1.39  1.40
H  7.48  0.90  -0.12
H  5.44  -0.09  -0.92
H  4.80  1.16  0.17
H  3.08  -0.44  2.93
H  4.77  -0.26  3.39
H  4.02  0.99  2.40
H  2.82  -2.40  0.62
H  1.50  1.17  0.05
H  3.04  1.03  -0.75
H  0.23  -1.79  1.35
H  0.98  -3.17  0.48
H  -0.92  -3.22  -1.09
H  -1.69  -1.90  -0.22
H  -0.85  -4.34  1.35
H  -2.28  -4.44  0.33
H  -2.02  -2.06  2.14
H  -2.45  -3.63  2.88
H  -4.58  -3.49  2.07
H  -4.03  -3.02  0.46
H  -3.87  -0.96  2.64
H  -4.26  -0.76  0.91
H  -6.06  -1.23  3.20
H  -6.43  -2.23  1.79
H  -7.43  0.27  2.14
H  -5.94  0.70  1.27
H  -6.57  -0.95  -0.51
H  -8.10  -1.24  0.36
H  -7.21  1.41  -0.86
H  -8.45  0.30  -1.50
H  -9.38  2.76  1.50
H  -8.74  3.30  -0.07
H  -7.66  2.58  1.13
H  -0.75  -2.62  -3.68
H  -0.25  0.30  -3.33
Cl  5.17  5.23  -0.26
C  6.25  4.58  -1.44
C  5.84  3.55  -2.29
Cl  4.23  2.91  -2.19
C  6.72  3.03  -3.23
C  8.00  3.53  -3.32
C  8.41  4.56  -2.48
C  7.53  5.08  -1.54
H  6.39  2.23  -3.88
H  8.69  3.12  -4.05
H  9.41  4.96  -2.55
H  7.84  5.88  -0.88